No. 1
DFT (ωB97M-V/def2-TZVPD) results for a cluster of 5 separate species, C16H18Br2Cl8NO2 in total.

Calculated values
E_LUMO: -4.4 eV
orbital gap: 0.3014 Eh

ORCA input file:
```
! wB97M-V def2-TZVPD RIJCOSX def2/J DEFGRID3
* xyz 1 1
C -1.2651 2.5111 -1.4153
C -0.7181 1.5384 -1.8493
C -0.2433 0.2326 -2.3149
N -0.2199 -0.7605 -1.2077
C -1.3514 -0.9317 -0.4985
C -1.4282 -1.8129 0.5586
C -0.3030 -2.5469 0.8985
C -0.3911 -3.4794 2.0795
O -1.3647 -4.1318 2.2774
O 0.6873 -3.5165 2.8885
C 0.8555 -2.3787 0.1515
C 0.8851 -1.4829 -0.9020
C 2.1608 -1.3149 -1.6386
Br 3.5669 -0.6201 -0.5539
C 2.4227 -1.6161 -2.9095
C 3.7659 -1.4250 -3.5527
Br 1.0630 -2.3755 -3.9803
H -1.6679 3.2776 -0.7891
H 0.7431 0.3443 -2.7508
H -0.9616 -0.1162 -3.0582
H -2.2315 -0.3643 -0.7630
H -2.3520 -1.8901 1.1122
H 1.0938 -2.6387 2.9492
H 1.7347 -2.9437 0.4309
H 4.5194 -2.0105 -3.0235
H 4.0715 -0.3799 -3.5092
H 3.7129 -1.7755 -4.5796
C -1.5679 2.1386 2.7514
Cl -1.3115 0.8955 1.4987
Cl -2.8417 3.2550 2.2833
H -1.8413 1.6440 3.6759
H -0.6467 2.6966 2.8810
C -2.9594 -3.9635 -3.5234
Cl -1.8322 -5.0780 -4.2898
Cl -2.1205 -2.8610 -2.4049
H -3.4447 -3.3702 -4.2890
H -3.6907 -4.5296 -2.9592
C 2.1171 1.4623 4.0882
Cl 1.0910 0.0177 3.9560
Cl 1.4392 2.6275 5.2204
H 3.0973 1.1584 4.4353
H 2.1871 1.9235 3.1095
C -0.7876 7.0226 1.9293
Cl -0.5590 5.5543 0.9606
Cl -2.4243 7.1307 2.5763
H -0.0858 7.0019 2.7542
H -0.6032 7.8819 1.2960
*
```

---

No. 2
DFT (ωB97M-V/def2-TZVPD) results for a structure of composition C2H4N4.

Calculated values
E_LUMO: 0.8 eV
orbital gap: 0.4023 Eh
ΔE to the lowest compared entry with this formula, charge and spin: 111.1 kcal per mole

ORCA input file:
```
! wB97M-V def2-TZVPD RIJCOSX def2/J DEFGRID3
* xyz 0 1
C 0.7735 -0.3565 -1.2408
N -0.0206 0.0974 -0.1103
N -0.2724 -0.6492 0.9724
C -1.1424 0.1448 1.7270
N -1.3563 1.3047 1.0270
N -0.7349 1.2117 -0.1141
H 1.7733 -0.6289 -0.8952
H 0.8349 0.4663 -1.9533
H 0.3009 -1.2235 -1.7107
H -0.1561 -0.3668 2.2980
*
```

---

No. 3
DFT (ωB97M-V/def2-TZVPD) results for a structure of composition C15H39CuNO11P2.

Calculated values
E_LUMO: 2.2 eV
orbital gap: 0.1607 Eh
ΔE to the lowest compared entry with this formula, charge and spin: 0.0 kcal per mole

ORCA input file:
```
! wB97M-V def2-TZVPD RIJCOSX def2/J DEFGRID3
* xyz -1 1
Cu -0.5925 -0.6290 -0.5539
O -2.7568 -0.6570 -1.3583
H -3.6950 -0.7374 -1.0977
O -0.0877 1.2858 -1.4619
H 0.7818 0.8409 -1.4393
C 0.6158 -1.1936 2.6496
O -0.0584 -1.0502 1.6064
N 1.8696 -0.7568 2.8312
C 2.5689 -1.1257 4.1055
C 2.4020 0.2500 1.9113
H 0.2166 -1.6696 3.5586
H 2.0065 -1.9242 4.5894
H 2.5247 -0.2773 4.7884
H 3.6027 -1.4461 3.9764
H 2.6513 1.1614 2.4548
H 3.2162 -0.1310 1.2949
H 1.5364 0.5982 1.3477
C -6.4531 -0.9831 -0.8476
C -6.0097 0.4309 -1.1050
O -4.8682 0.6603 -0.3564
P -4.3093 2.1593 -0.1015
O -3.5737 2.6744 -1.2502
O -3.3910 1.9694 1.1962
C -2.1374 2.5296 1.2110
C -1.6304 2.8944 2.5299
O -5.5373 3.0747 0.4529
C -5.2768 4.4711 0.8905
C -5.3286 4.6736 2.4824
H -6.5369 -1.2126 0.2147
H -7.3000 -1.2712 -1.4704
H -5.6475 -1.6505 -1.1538
H -5.9505 0.5735 -2.1841
H -6.8069 1.0818 -0.7461
H -1.5605 1.7022 0.7977
H -2.0138 3.3607 0.5167
H -0.6465 3.3077 2.3078
H -2.2363 3.5665 3.1376
H -1.3369 2.1163 3.2345
H -4.3848 4.8405 0.3847
H -6.0969 5.0390 0.4513
H -6.2524 4.2434 2.8692
H -4.6340 4.1922 3.1708
H -5.1534 5.6695 2.8891
C 4.8650 -4.2572 0.8704
C 3.7328 -3.3845 0.4561
O 3.2124 -3.5172 -0.8734
P 2.4721 -2.2388 -1.5978
O 1.1383 -1.8906 -1.0155
O 3.5905 -1.1233 -1.5094
C 3.2650 0.1552 -2.0525
C 4.6156 0.8855 -1.9611
O 2.4411 -2.7945 -3.1615
C 3.5269 -3.2998 -3.8227
C 3.7368 -2.3083 -4.9442
H 4.5123 -5.2884 0.8564
H 5.6828 -4.1862 0.1532
H 5.1622 -4.0950 1.9064
H 2.8008 -3.5158 1.0057
H 4.1207 -2.3668 0.5003
H 2.7909 0.1780 -3.0337
H 2.5422 0.7575 -1.5021
H 5.5188 0.3472 -2.2486
H 4.5914 1.8056 -2.5449
H 4.7258 1.2288 -0.9324
H 4.4373 -3.4456 -3.2413
H 3.3113 -4.2504 -4.3106
H 2.8953 -2.2337 -5.6329
H 3.9687 -1.3305 -4.5221
H 4.6140 -2.4830 -5.5672
*
```

---

No. 4
DFT (ωB97M-V/def2-TZVPD) results for the ion CHO4 with charge +1.

Calculated values
E_LUMO: -7.5 eV
orbital gap: 0.4052 Eh
ΔE to the lowest compared entry with this formula, charge and spin: 132.5 kcal per mole

ORCA input file:
```
! wB97M-V def2-TZVPD RIJCOSX def2/J DEFGRID3
* xyz 1 1
C -0.4227 -0.5792 -0.0086
O -0.8641 -1.7156 0.0196
O -2.8028 0.3976 0.6711
O -2.6987 0.1892 -0.6636
O -1.6132 0.6530 0.0133
H 0.3057 0.2551 -0.0757
*
```

---

No. 5
DFT (ωB97M-V/def2-TZVPD) results for a structure of composition C6H7LiO7Sm.

Calculated values
E_LUMO (alpha / beta): -15.6 / -13.4 eV
orbital gap (alpha / beta): 0.1764 / 0.2577 Eh

ORCA input file:
```
! wB97M-V def2-TZVPD RIJCOSX def2/J DEFGRID3
* xyz 3 6
O -1.8813 1.5036 -0.7329
C -2.0743 2.3886 0.3550
C -1.1283 1.7187 1.3199
O 0.3335 1.5054 0.5641
C 1.1321 0.4681 0.7674
O 0.9508 -0.3067 -0.3666
O 1.6024 0.0826 1.7849
Li -3.3665 0.5584 -1.3303
Sm -0.1328 1.5728 -1.6200
H -3.1019 2.3306 0.7419
H -1.8087 3.4333 0.1432
H -1.4826 0.7666 1.7279
H -0.8270 2.3941 2.1252
O -0.9592 -2.6828 -0.8036
C -0.7823 -2.7493 0.5206
C 0.3002 -2.3957 -1.4261
O -1.6003 -3.0819 1.3183
O 0.4219 -2.2211 0.8453
C 1.0716 -1.7266 -0.2924
H 0.1477 -1.7433 -2.2903
H 0.7792 -3.3222 -1.7574
H 2.1403 -1.9459 -0.2234
*
```

---

No. 6
DFT (ωB97M-V/def2-TZVPD) results for the molecule C4H10N2O3S.

Calculated values
E_LUMO: 0.6 eV
SMILES: C[C@@H]1C[C@H](N)N1S(=O)(=O)O
orbital gap: 0.3900 Eh
ΔE to the lowest compared entry with this formula, charge and spin: 29.2 kcal per mole

ORCA input file:
```
! wB97M-V def2-TZVPD RIJCOSX def2/J DEFGRID3
* xyz 0 1
C 1.1619 1.9179 -0.4150
C 0.4498 0.9058 0.4591
C 1.2795 -0.2557 1.0264
C 0.2954 -1.2501 0.4016
N 0.8156 -2.2224 -0.4595
N -0.4067 -0.0113 -0.3191
S -2.0025 0.1569 0.0419
O -2.4307 1.4513 -0.3795
O -2.2946 -0.2860 1.3626
O -2.6221 -0.9245 -0.9661
H 0.4333 2.5810 -0.8739
H 1.7165 1.4107 -1.2018
H 1.8510 2.5048 0.1874
H -0.1420 1.4148 1.2266
H 2.2741 -0.3317 0.5928
H 1.3438 -0.2986 2.1093
H -0.4318 -1.6723 1.0928
H 0.0880 -2.7670 -0.9046
H 1.4150 -1.8155 -1.1689
H -2.7935 -0.5079 -1.8121
*
```

---

F_max across the listed records, respectively: 0.99; 3.13; 4.55; 8.61; 5.68; 1.25 eV/A.
E across the listed records, respectively: -262724.812; -8094.494; -103418.715; -9223.480; -38745.078; -24267.477 eV.